1.
{"formula": "C5H4NiO2", "method": "wB97M-V/def2-TZVPD", "gap_ev": [8.64, 9.29], "spin_multiplicity": 3, "e_homo_ev": [-18.1, -19.4], "charge": 2, "species": ["O", "C", "C", "C", "C", "H", "H", "H", "C", "O", "Ni", "H"], "positions_angstrom": [[2.39, -1.61, 0.88], [1.31, -1.72, 0.57], [0.01, -1.86, 0.14], [-0.72, -0.74, -0.07], [-1.79, 0.01, -0.05], [-0.40, -2.88, 0.14], [-2.13, 0.46, 0.89], [-2.17, 0.43, -0.98], [0.56, 1.66, -0.57], [1.69, 1.75, -0.03], [0.72, 3.28, 0.67], [0.53, 1.21, -1.59]], "lowdin_charge": [0.402, 0.018, 0.026, -0.009, 0.140, 0.175, 0.134, 0.130, -0.054, -0.043, 0.962, 0.119]}

=====

2.
{"formula": "C5H4O", "method": "wB97M-V/def2-TZVPD", "gap_ev": [7.40, 7.40], "e_homo_ev": [-8.1, -8.1], "species": ["C", "C", "C", "C", "C", "O", "H", "H", "H", "H"], "positions_angstrom": [[-0.81, 1.31, 0.78], [-1.12, -1.01, -0.32], [-1.56, 0.04, 0.56], [0.36, 0.90, 0.50], [0.98, -0.43, 0.01], [0.05, -1.26, -0.78], [-1.37, 2.17, 1.13], [-1.84, -1.74, -0.60], [1.91, -0.32, -0.61], [1.25, -1.02, 1.00]], "lowdin_charge": [-0.197, -0.235, 0.085, 0.057, -0.140, -0.048, 0.098, 0.095, 0.127, 0.158]}

=====

3.
{"formula": "C5H4O", "method": "wB97M-V/def2-TZVPD", "gap_ev": [7.79, 7.09], "spin_multiplicity": 3, "e_homo_ev": [-7.5, -10.0], "species": ["C", "C", "C", "C", "C", "O", "H", "H", "H", "H"], "positions_angstrom": [[1.76, -0.56, 0.64], [2.21, -1.63, 1.20], [1.44, 0.58, 0.05], [0.98, 1.69, -0.45], [-1.99, -1.07, 0.03], [-0.86, -0.85, 0.28], [-0.11, 1.88, -0.50], [1.67, 2.37, -0.77], [-2.74, -0.29, -0.09], [-2.36, -2.11, -0.38]], "lowdin_charge": [-0.214, 0.083, -0.090, 0.060, -0.139, -0.010, 0.090, 0.039, 0.073, 0.108]}

=====

4.
{"formula": "C5H4O2", "method": "wB97M-V/def2-TZVPD", "gap_ev": 8.78, "e_homo_ev": -8.7, "smiles": "O=C=C/C=C\\C=O", "species": ["O", "C", "C", "C", "C", "C", "O", "H", "H", "H", "H"], "positions_angstrom": [[1.11, 1.88, 1.62], [0.24, 1.16, 1.35], [-0.79, 0.33, 1.18], [-0.94, -0.62, 0.10], [-0.14, -0.81, -0.97], [1.04, 0.01, -1.24], [1.13, 1.21, -1.02], [-1.48, 0.33, 2.01], [-1.78, -1.31, 0.23], [-0.31, -1.65, -1.63], [1.92, -0.53, -1.64]], "lowdin_charge": [0.215, -0.166, -0.079, -0.098, -0.083, -0.261, 0.032, 0.114, 0.110, 0.098, 0.118]}

=====

5.
{"formula": "C5H4O2", "method": "wB97M-V/def2-TZVPD", "gap_ev": 8.82, "e_homo_ev": -9.4, "smiles": "O=C1C=CCC1=O", "species": ["O", "C", "C", "C", "C", "C", "O", "H", "H", "H", "H"], "positions_angstrom": [[1.96, 1.46, 0.78], [1.10, 0.73, 0.36], [1.10, -0.74, 0.20], [-0.12, -1.16, -0.17], [-1.16, -0.07, -0.19], [-0.30, 1.20, -0.15], [-0.59, 2.33, -0.44], [1.98, -1.35, 0.32], [-0.35, -2.18, -0.44], [-1.75, -0.08, 0.73], [-1.87, -0.14, -1.02]], "lowdin_charge": [0.127, -0.325, -0.004, -0.046, -0.092, -0.297, 0.144, 0.118, 0.114, 0.135, 0.124]}

=====

6.
{"formula": "C5H4O2", "method": "wB97M-V/def2-TZVPD", "gap_ev": [7.06, 7.55], "e_homo_ev": [-8.2, -8.4], "species": ["C", "C", "C", "C", "C", "O", "O", "H", "H", "H", "H"], "positions_angstrom": [[-2.15, -0.88, -0.08], [-0.95, -0.67, 0.20], [0.08, 1.48, 0.05], [0.50, -0.82, -0.17], [1.18, 0.54, 0.18], [-3.34, -0.91, 0.05], [-0.26, 2.61, -0.11], [0.93, -1.57, 0.32], [0.76, -0.94, -1.17], [2.01, 0.77, -0.45], [1.24, 0.39, 1.18]], "lowdin_charge": [-0.284, -0.020, -0.050, -0.199, -0.104, 0.066, 0.209, 0.063, 0.087, 0.125, 0.106]}

=====

7.
{"formula": "C5H4O2", "method": "wB97M-V/def2-TZVPD", "gap_ev": 9.13, "e_homo_ev": -9.3, "smiles": "O=C1C=CCC1=O", "species": ["O", "C", "C", "C", "C", "C", "O", "H", "H", "H", "H"], "positions_angstrom": [[-0.46, -1.81, -1.73], [-0.08, -1.04, -0.89], [0.00, -1.18, 0.59], [-0.10, 0.04, 1.14], [-0.24, 1.16, 0.12], [0.41, 0.42, -1.06], [1.30, 0.80, -1.77], [0.21, -2.11, 1.11], [-0.02, 0.25, 2.21], [0.27, 2.08, 0.40], [-1.29, 1.38, -0.12]], "lowdin_charge": [0.126, -0.323, 0.005, -0.042, -0.084, -0.312, 0.142, 0.120, 0.115, 0.122, 0.132]}

=====

8.
{"formula": "C5H4O2", "method": "wB97M-V/def2-TZVPD", "gap_ev": 8.47, "e_homo_ev": -8.7, "smiles": "O=c1cccco1", "species": ["O", "C", "C", "C", "C", "C", "O", "H", "H", "H", "H"], "positions_angstrom": [[-1.53, -0.90, 2.03], [-0.91, -0.27, 1.26], [0.18, 0.65, 1.20], [0.87, 0.77, 0.01], [0.56, 0.06, -1.17], [-0.57, -0.71, -1.22], [-1.51, -0.61, -0.33], [0.54, 1.13, 2.11], [1.78, 1.35, 0.01], [1.24, 0.08, -2.00], [-0.65, -1.55, -1.92]], "lowdin_charge": [0.175, -0.262, -0.030, -0.074, -0.091, -0.186, 0.007, 0.118, 0.115, 0.097, 0.132]}

=====

ΔE to the lowest compared entry with this formula, charge and spin: 13.9; 120.9; 77.6; 30.9; 13.0; 102.6; 19.9; 24.3 (kcal/mol)